This record from the OMol25 dataset describes C13H31F3NbO3P2S2 as an isolated structure at a distorted geometry. The level of theory is the ωB97M-V functional and the def2-TZVPD basis.

Structure (XYZ):
```
55
Properties=species:S:1:pos:R:3:forces:R:3
C 3.366687 -1.604044 2.325651 0.03 -0.26 0.06
C 3.452453 -0.510294 1.262883 -0.01 0.14 -0.03
C 4.518926 -0.740977 0.177477 0.24 0.01 0.31
C 4.185144 -0.128031 -1.190829 0.13 0.14 -0.18
C 2.748598 -0.330774 -1.693986 -0.05 0.04 -0.16
C 2.209444 -1.763107 -1.547674 0.10 -0.04 -0.11
C 0.680503 -1.827703 -1.567838 -0.13 -0.25 -0.20
C 0.027560 -1.506844 -0.205864 0.62 0.90 -0.49
Nb -1.238231 0.322522 0.135814 0.11 0.01 -0.41
C -2.069884 2.428493 0.135242 1.12 0.34 -0.36
C -1.369073 3.602015 -0.563233 -0.25 0.36 -0.03
C -1.503763 3.600441 -2.081068 -0.21 -0.07 -0.14
F -0.339857 3.522409 -2.739374 0.33 -0.06 0.08
F -2.083808 4.751981 -2.527599 -0.05 0.14 0.09
F -2.278919 2.613724 -2.576705 -0.10 -0.07 0.12
C -2.903459 -0.523710 -1.134615 -0.27 -0.13 0.42
O -3.642983 -1.698488 -0.756199 -0.46 0.15 0.14
C -4.999128 -1.389585 -0.438650 0.12 -0.15 -0.17
P 0.462539 1.264219 1.942403 -0.50 -0.17 0.23
S 1.709259 2.431806 0.911483 -0.30 -0.04 -0.16
P -2.650317 -0.679842 2.166308 0.03 -0.23 0.49
O -3.406875 -2.083638 1.941116 0.21 -0.55 -0.17
O -3.994707 0.164559 2.557939 -0.08 0.60 0.10
S -1.490278 -0.753840 3.761256 -0.04 0.00 0.02
H 2.391406 -1.600314 2.832048 0.22 0.05 -0.07
H 3.491431 -2.600884 1.877756 -0.03 0.16 0.09
H 4.135415 -1.484434 3.099949 -0.06 -0.08 -0.16
H 2.473004 -0.396620 0.780738 0.32 0.00 0.17
H 3.660825 0.448720 1.757054 -0.25 -0.15 -0.21
H 5.460893 -0.287252 0.527760 -0.12 -0.24 -0.14
H 4.733081 -1.816207 0.067603 -0.20 0.19 0.02
H 4.871470 -0.559235 -1.935595 0.00 0.09 0.16
H 4.405407 0.952078 -1.158705 -0.16 -0.27 -0.05
H 2.731999 -0.092996 -2.770209 -0.05 0.11 0.27
H 2.073331 0.397576 -1.221699 0.14 -0.28 0.02
H 2.577867 -2.223882 -0.619552 -0.11 0.04 -0.18
H 2.592432 -2.381749 -2.375641 0.07 0.14 0.19
H 0.316336 -1.137313 -2.344844 0.05 -0.21 0.18
H 0.377548 -2.837774 -1.894175 0.07 0.21 0.13
H -0.742428 -2.274466 0.012754 -0.16 0.41 0.10
H 0.789117 -1.612903 0.583386 -0.26 -0.01 0.00
H -0.430186 0.885296 -1.372999 -0.53 -0.23 -0.20
H -3.117261 2.398423 -0.199133 0.13 -0.35 0.11
H -2.082310 2.668899 1.216608 -0.05 -0.18 -0.17
H -1.797404 4.570012 -0.259487 0.10 -0.21 0.02
H -0.304127 3.627340 -0.313007 -0.17 -0.08 -0.09
H -3.622578 0.284468 -1.352814 0.31 -0.04 -0.05
H -2.402277 -0.773212 -2.080479 0.14 0.13 0.09
H -5.561675 -1.137476 -1.352270 0.14 -0.05 0.12
H -5.078958 -0.551536 0.265144 0.11 -0.13 -0.04
H -5.439986 -2.273774 0.028089 0.05 0.11 -0.08
H -0.148262 1.960710 2.993301 0.05 0.04 0.20
H 1.128248 0.264063 2.662727 0.10 0.02 0.13
H -3.153315 -2.423691 1.065736 -0.28 0.10 -0.07
H -3.718878 0.846843 3.186018 -0.17 -0.08 0.03
```
Positions in Å, forces in eV/Å.

The HOMO-LUMO gap is 6.5 eV. The charge is -1. The spin multiplicity is 1.

Atomic partial charges in e from the Löwdin method, atoms 1 to 5:
1. C -0.12
2. C -0.32
3. C -0.22
4. C -0.21
5. C -0.23